This record from OMol25 describes a cluster of 2 separate species, C4H11O in total. The level of theory is ωB97M-V/def2-TZVPD.

Its HOMO energy is -1.83 eV. The frontier orbital gap is 5.854 eV.

Geometry as ORCA input:
```
! RIJCOSX wB97M-V def2-TZVPD def2/J DEFGRID3
* xyz -1 1
O 2.010 -0.380 -0.201
C -1.586 -0.997 0.517
C -2.032 0.448 0.240
C 3.134 -0.519 -0.730
C -0.910 1.467 0.453
H -2.985 0.733 0.729
H 4.131 0.075 -0.671
H -0.548 -0.983 0.292
H -0.512 1.475 1.505
H -2.256 0.414 -0.902
H -1.156 2.460 0.202
H -2.029 -1.823 -0.101
H -0.083 1.216 -0.275
H 3.447 -1.674 -0.682
H 3.057 -0.585 -1.942
H -1.683 -1.328 1.567
*
```

The natural (NBO) scheme yields these atomic charges, measured in e:
1. O -0.919
2. C -0.629
3. C -0.390
4. C -0.129
5. C -0.628
6. H 0.173
7. H 0.058
8. H 0.262
9. H 0.196
10. H 0.181
11. H 0.185
12. H 0.188
13. H 0.260
14. H 0.018
15. H -0.010
16. H 0.183

---

This record from OMol25 describes a cluster of 2 separate species, C4H11O2P in total. The level of theory is ωB97M-V/def2-TZVPD.

Its HOMO energy (spin up / spin down) is -9.19 / -9.20 eV. The frontier orbital gap (spin up / spin down) is 8.320 / 8.321 eV.

Geometry as ORCA input:
```
! RIJCOSX wB97M-V def2-TZVPD def2/J DEFGRID3
* xyz 0 1
P -2.359 1.035 0.846
O -1.760 2.099 1.626
O -0.962 -0.836 0.272
C 0.261 0.706 -1.172
C 1.167 0.081 1.032
C 1.013 -1.723 -0.690
C 0.297 -0.470 -0.121
H -2.878 1.390 -0.337
H -0.400 0.717 -2.082
H 1.604 -0.882 1.501
H 1.156 -2.356 0.102
H 1.291 1.086 -1.439
H 1.953 0.689 0.644
H -0.179 1.634 -0.721
H 0.310 -2.202 -1.465
H 1.941 -1.517 -1.293
H -2.863 0.038 1.650
H 0.406 0.509 1.649
*
```

The natural (NBO) scheme yields these atomic charges, measured in e:
1. P 1.580
2. O -0.988
3. O -0.746
4. C -0.653
5. C -0.633
6. C -0.615
7. C 0.249
8. H -0.042
9. H 0.210
10. H 0.198
11. H 0.204
12. H 0.213
13. H 0.209
14. H 0.189
15. H 0.209
16. H 0.212
17. H -0.018
18. H 0.220

---

This record from OMol25 describes a structure of composition C4H11O2S2. The level of theory is ωB97M-V/def2-TZVPD.

Its HOMO energy is -4.11 eV. The frontier orbital gap is 7.346 eV.

Geometry as ORCA input:
```
! RIJCOSX wB97M-V def2-TZVPD def2/J DEFGRID3
* xyz -1 1
S -0.680 -1.282 -2.013
S -2.064 -1.199 -0.693
O 1.263 1.134 1.250
O 2.310 1.412 -0.944
C -1.697 -1.095 1.087
C 0.723 -0.230 1.512
C -0.898 0.015 1.617
C 0.209 0.176 -2.559
H -2.819 -1.186 1.545
H 0.819 -0.061 -3.428
H -0.401 1.085 -2.837
H 0.967 0.449 -1.794
H -1.192 -0.123 2.748
H 1.197 -0.483 2.464
H -1.256 -2.109 1.001
H 0.895 -0.934 0.722
H -1.309 1.000 1.314
H 1.752 1.203 0.139
H 2.181 2.230 -1.131
*
```

The natural (NBO) scheme yields these atomic charges, measured in e:
1. S 0.059
2. S 0.027
3. O -0.881
4. O -1.121
5. C -0.539
6. C -0.067
7. C -0.449
8. C -0.824
9. H 0.212
10. H 0.223
11. H 0.201
12. H 0.319
13. H 0.179
14. H 0.160
15. H 0.218
16. H 0.150
17. H 0.227
18. H 0.491
19. H 0.416

---

This record from OMol25 describes a structure of composition C4H11O3. The level of theory is ωB97M-V/def2-TZVPD.

Its HOMO energy is -3.75 eV. The frontier orbital gap is 7.746 eV.

Geometry as ORCA input:
```
! RIJCOSX wB97M-V def2-TZVPD def2/J DEFGRID3
* xyz -1 1
O 1.128 -1.611 -1.108
O -1.162 2.331 -0.137
O 1.394 0.572 -2.199
C 0.715 -1.816 0.200
C -0.948 -0.024 0.377
C -1.425 1.362 0.843
C 0.457 -0.486 0.966
H -1.796 -0.679 0.432
H -0.188 -2.528 0.062
H 1.343 0.176 0.718
H 2.026 0.665 -2.888
H -0.341 2.166 -0.655
H -2.472 1.376 1.158
H 1.201 -0.440 -1.494
H -0.849 0.179 -0.698
H -0.955 1.881 1.702
H 1.489 -2.433 0.675
H 0.382 -0.691 2.047
*
```

The natural (NBO) scheme yields these atomic charges, measured in e:
1. O -0.870
2. O -0.770
3. O -1.199
4. C -0.035
5. C -0.450
6. C -0.053
7. C -0.440
8. H 0.198
9. H 0.115
10. H 0.227
11. H 0.438
12. H 0.501
13. H 0.148
14. H 0.505
15. H 0.246
16. H 0.145
17. H 0.118
18. H 0.178

---

This record from OMol25 describes a cluster of 2 separate species, C4H11O3 in total. The level of theory is ωB97M-V/def2-TZVPD.

Its HOMO energy is -3.60 eV. The frontier orbital gap is 7.817 eV.

Geometry as ORCA input:
```
! RIJCOSX wB97M-V def2-TZVPD def2/J DEFGRID3
* xyz -1 1
O -0.662 -1.387 -2.535
O -0.878 1.697 -0.750
O -1.689 -0.663 0.239
C 0.436 1.486 -0.519
C -0.418 -1.219 0.551
C 0.682 1.151 0.957
C 0.745 -0.379 1.222
H 0.978 0.690 -1.021
H -1.270 -1.907 -1.900
H -0.140 -1.692 -0.413
H -0.095 1.518 1.645
H 1.544 1.630 1.475
H -1.347 0.698 -0.471
H -0.697 -0.585 -2.040
H 1.044 2.320 -0.807
H -0.600 -1.995 1.324
H 1.619 -0.853 0.748
H 0.750 -0.511 2.296
*
```

The natural (NBO) scheme yields these atomic charges, measured in e:
1. O -0.963
2. O -0.801
3. O -0.958
4. C -0.058
5. C -0.076
6. C -0.428
7. C -0.428
8. H 0.124
9. H 0.481
10. H 0.133
11. H 0.204
12. H 0.173
13. H 0.503
14. H 0.481
15. H 0.139
16. H 0.118
17. H 0.178
18. H 0.177

---

This record from OMol25 describes a structure of composition C4H11O3. The level of theory is ωB97M-V/def2-TZVPD.

Its HOMO energy is -3.45 eV. The frontier orbital gap is 6.863 eV.

Geometry as ORCA input:
```
! RIJCOSX wB97M-V def2-TZVPD def2/J DEFGRID3
* xyz -1 1
O 0.658 -1.435 3.036
O -0.292 0.836 2.709
O -0.581 -0.963 -3.503
C 0.262 0.609 0.266
C -0.432 0.057 -1.058
C -0.771 0.879 1.398
C 0.438 -0.399 -2.211
H -1.262 0.870 -1.225
H 1.352 0.147 -2.580
H -1.607 0.172 1.192
H 0.820 1.537 0.137
H -0.963 -0.790 -0.644
H 0.298 -0.475 2.879
H 0.916 -0.185 0.631
H -1.326 1.904 1.289
H 1.593 -1.364 3.030
H 0.015 0.006 -3.337
H 0.880 -1.405 -2.009
*
```

The natural (NBO) scheme yields these atomic charges, measured in e:
1. O -1.051
2. O -0.913
3. O -0.722
4. C -0.429
5. C -0.448
6. C -0.024
7. C -0.258
8. H 0.211
9. H 0.216
10. H 0.094
11. H 0.181
12. H 0.227
13. H 0.492
14. H 0.206
15. H 0.101
16. H 0.430
17. H 0.447
18. H 0.240

---

Total energy for every record listed, in sequence, given in Eh: -234.1672; -650.7195; -1105.7846; -384.6892; -384.6972; -384.5896.